{"formula": "C12H5Cl3N3O", "method": "ωB97M-V with the def2-TZVPD basis set", "de_lowest_kcal_mol": 0.0, "total_charge": -1, "energy_ev": -56609.5790, "homo_ha": -0.113, "species": ["N", "C", "C", "O", "C", "H", "N", "C", "Cl", "N", "C", "C", "C", "Cl", "C", "H", "Cl", "C", "C", "H", "C", "H", "C", "H"], "positions_angstrom": [[-2.47235, -1.86968, 1.80778], [-0.16643, 7.22624, 7.27220], [-0.06869, 5.83218, 3.34345], [-2.26692, 4.94162, 3.63168], [-1.35938, 7.85794, 7.62852], [0.70454, 7.32152, 7.91003], [-2.53253, 6.62003, 5.97069], [-0.10748, 6.48942, 6.06958], [-0.35759, 0.85170, 3.00674], [2.07026, -1.60256, 1.94536], [-1.34326, 5.61879, 4.06621], [1.07705, 5.91594, 5.47653], [1.08222, 5.69940, 4.09803], [-0.04848, 5.42749, 1.69244], [0.98939, -1.15746, 1.88267], [-0.28069, 0.16298, 0.78254], [2.36782, 5.48568, 6.46933], [-1.36394, 6.30654, 5.40517], [-0.27138, -0.39270, 1.74609], [-1.39298, 8.61030, 8.40676], [-1.43818, -1.29915, 1.82044], [1.99913, 5.40698, 3.60659], [-2.55786, 7.49281, 6.98494], [-3.48340, 7.99977, 7.29897]], "lowdin_charge": [0.1653, -0.0524, -0.6769, -0.0218, -0.0977, 0.0839, 0.1082, -0.1999, 0.7042, 0.1657, -0.4351, -0.7247, -0.1761, 0.6233, -0.2454, 0.1267, 0.6401, -0.1632, -0.6840, 0.0814, -0.2356, 0.0920, -0.1698, 0.0916]}

{"formula": "C12H7BrN2NbO5Se2Te2", "method": "ωB97M-V with the def2-TZVPD basis set", "de_lowest_kcal_mol": 22.4, "total_charge": 1, "energy_ev": -242643.7536, "homo_ha": [-0.422, -0.416], "species": ["C", "C", "C", "Te", "H", "C", "N", "C", "H", "O", "H", "Te", "O", "C", "H", "C", "C", "C", "H", "O", "C", "Nb", "C", "N", "O", "Br", "H", "Se", "Se", "H", "C", "O"], "positions_angstrom": [[-1.67977, 1.19239, -0.48763], [-3.20827, 0.09454, 0.87011], [1.59956, -1.16020, 0.80391], [2.71209, 0.52571, -4.46624], [-2.67211, 2.27218, 1.01991], [1.43829, 2.21932, -0.18828], [-1.33537, 0.01108, -1.13582], [-2.96059, -1.10007, 0.21498], [2.18679, -2.15450, 2.53601], [1.19909, -3.44289, 0.54556], [-1.26194, 2.08513, -0.89302], [0.22653, -1.58551, -4.43070], [1.08575, 1.77822, -1.40496], [-2.61451, 1.29650, 0.47648], [-4.05225, 0.86990, 2.44476], [1.48805, 1.03543, 0.74769], [1.27423, -2.37951, -0.01952], [-2.13508, -1.04659, -0.85521], [2.36848, 0.11532, 3.88072], [1.76247, 3.33670, 0.13318], [2.03753, 0.03235, 2.82024], [1.00861, -0.14734, -2.10703], [1.93519, -1.18246, 2.16118], [1.30686, -0.08266, 0.07908], [0.98261, -1.97988, -1.24044], [-2.14605, -2.58692, -2.01586], [1.95461, 2.25940, 2.37651], [-0.49858, 0.76106, -4.21061], [3.62330, -0.23033, -2.21838], [-3.36445, -2.05753, 0.58987], [1.87876, 1.18153, 2.05414], [-4.13983, 0.06963, 1.91936]], "lowdin_charge": [-0.1162, -0.2354, -0.1536, 0.5290, 0.1544, -0.5161, -0.0606, -0.0468, 0.1318, 0.1501, 0.1116, 0.4903, -0.3207, 0.0170, 0.1111, -0.2022, -0.5274, -0.6713, 0.1421, 0.1498, 0.0097, 0.9778, 0.0566, -0.0009, -0.3540, 0.7751, 0.1600, -0.0950, 0.0688, 0.1446, 0.0398, 0.0807]}

{"formula": "C12H7CdCl3N4O4S3Sb", "method": "ωB97M-V with the def2-TZVPD basis set", "multiplicity": 2, "de_lowest_kcal_mol": 10.6, "total_charge": -2, "energy_ev": -107888.0140, "homo_ha": [-0.092, -0.102], "species": ["C", "S", "Cl", "C", "O", "S", "S", "Cd", "C", "C", "N", "N", "H", "H", "H", "C", "C", "H", "O", "N", "O", "Sb", "C", "C", "H", "H", "C", "Cl", "O", "C", "Cl", "N", "H", "C", "C"], "positions_angstrom": [[-2.73360, 2.68604, -1.49645], [2.28119, -3.94491, -0.79640], [0.58603, 4.44921, -1.79944], [2.19711, -0.84096, 3.16947], [-1.17143, 1.59950, 1.59280], [-0.91528, -2.31220, 0.80142], [-1.17313, -4.36794, -2.49646], [0.04571, -0.07768, 0.54029], [-1.86548, 1.32287, -3.25365], [-2.08076, 2.15705, 0.92851], [1.34999, -0.05996, 2.44800], [1.78381, 1.40537, -0.08940], [-3.33089, 3.49787, -1.11221], [3.50154, -0.33611, 4.89528], [-1.77542, 1.03620, -4.28993], [-1.16544, 0.61008, -2.28779], [-2.66315, 2.37989, -2.84422], [-3.22029, 2.95774, -3.57087], [-2.99859, 2.86471, 1.33376], [2.26026, 1.16995, 4.00966], [-0.53098, -1.20915, -3.67379], [0.17795, -3.15103, -1.13239], [2.77388, -0.09080, 4.15046], [1.58943, 2.54177, -0.25699], [2.34447, -1.87724, 2.93596], [0.82319, 1.96936, 2.63107], [-2.01272, 1.91151, -0.59496], [3.73876, 4.67500, -1.01778], [0.50536, -0.96093, -1.73100], [1.40743, 1.13769, 2.96775], [1.25627, 4.80079, 1.01282], [-1.25046, 0.90634, -0.99752], [2.49826, 1.97656, 4.56288], [-0.33131, -0.61090, -2.63462], [1.50732, 3.89791, -0.43822]], "lowdin_charge": [-0.0151, -0.2825, 0.5764, -0.1371, -0.1476, -0.2179, -0.2330, 1.1725, 0.0031, -0.6552, -0.0407, 0.1180, 0.1115, 0.0946, 0.1138, -0.1724, -0.0584, 0.1006, 0.0030, 0.0603, 0.0276, 0.1523, -0.1143, -0.4303, 0.1032, 0.0889, -0.1836, -0.2098, -0.3255, -0.2145, 0.5611, 0.0689, 0.1499, -0.6647, -1.4030]}

{"formula": "C12H7FN4O3Pd", "method": "ωB97M-V with the def2-TZVPD basis set", "multiplicity": 3, "total_charge": 2, "energy_ev": -30833.7107, "homo_ha": [-0.624, -0.625], "species": ["N", "C", "O", "C", "N", "C", "O", "C", "H", "H", "C", "N", "C", "C", "C", "O", "H", "C", "Pd", "C", "H", "C", "H", "C", "H", "N", "F", "H"], "positions_angstrom": [[-1.55324, -0.58759, 1.11797], [-0.25518, -2.68494, 4.43061], [2.49282, 0.79937, -1.43462], [-1.57731, -2.64282, 4.16654], [0.13487, -3.45641, 5.65193], [0.22420, -1.31972, 2.50635], [-0.75887, -3.97344, 6.26586], [-2.82958, -0.53112, 0.76901], [2.59946, -2.56274, 4.55899], [2.95133, -0.13591, 1.05643], [-2.08152, -1.93041, 3.03311], [1.42696, 0.90339, -1.13908], [-3.44349, -1.84973, 2.67410], [-1.16516, -1.27800, 2.22261], [2.14291, -2.03126, 3.74060], [1.30618, -3.45506, 5.95837], [-3.08082, 0.00217, -0.14017], [0.73254, -2.02723, 3.59889], [-0.01330, 0.13663, 0.10279], [2.34243, -0.67014, 1.77307], [-4.19238, -2.34440, 3.28048], [2.92534, -1.35949, 2.83054], [-2.25458, -3.16159, 4.83318], [-3.80973, -1.15078, 1.54949], [-4.84248, -1.07515, 1.24018], [1.02535, -0.64709, 1.62686], [-0.20665, -1.35081, -1.15635], [4.00220, -1.35668, 2.92391]], "lowdin_charge": [-0.0305, -0.0171, 0.2594, 0.1134, -0.3230, -0.1156, 0.1457, -0.0216, 0.1288, 0.1213, -0.0826, 0.0794, 0.0875, -0.1304, 0.0961, 0.1162, 0.1468, -0.0121, 1.2169, -0.0438, 0.1524, 0.0325, 0.1527, 0.0318, 0.1409, -0.0068, -0.3808, 0.1423]}